--- A ---
ORCA calculation (ωB97M-V/def2-TZVPD) on C2H2BrO2S2 as an isolated structure.

Calculated values
**LUMO energy**: 3.4 eV
**Gap between HOMO and LUMO**: 6.17 eV
**Charge**: -1

```
9
Properties=species:S:1:pos:R:3:lowdin_charge:R:1
C -2.21683 1.10946 0.18816 -0.5452
C 0.38317 0.35127 -0.34565 -1.5843
O -2.00422 1.92453 0.97995 0.1525
O -2.74103 0.31939 -0.47173 0.1307
S 0.04561 -1.40947 -0.18452 0.4230
S 2.07060 0.78506 0.26256 0.4675
Br 0.13431 0.55622 -2.23827 0.3864
H -0.53487 -1.31910 0.99303 -0.1931
H 1.60711 1.48844 1.22724 -0.2375
```

--- B ---
ORCA calculation (ωB97M-V/def2-TZVPD) on C2H2BrO2S2 as an isolated structure.

Calculated values
**LUMO energy**: 3.2 eV
**Gap between HOMO and LUMO**: 7.80 eV
**Charge**: -1

```
9
Properties=species:S:1:pos:R:3:lowdin_charge:R:1
C -0.37019 -0.44622 1.03102 -0.8173
C 0.09019 0.20186 -0.59166 -1.5104
O 0.31380 -1.37165 1.30335 -0.0401
O -1.26497 0.22422 1.50516 -0.0509
S 1.76411 -0.30124 -0.81057 0.6034
S -0.23300 1.89020 -0.90834 0.5564
Br -0.95781 -0.94887 -1.85398 0.4564
H 1.71526 -1.30002 0.00185 -0.1627
H -1.05738 2.05172 0.32317 -0.0348
```

The structure with the greatest stability is B.

--- A ---
ORCA calculation (ωB97M-V/def2-TZVPD) on C19H15N3O4S in the gas phase.

Calculated values
**LUMO energy**: -0.6 eV
**Gap between HOMO and LUMO**: 8.92 eV

```
42
Properties=species:S:1:pos:R:3:lowdin_charge:R:1
N -2.90438 -3.54154 6.66321 0.1664
C -2.72458 -3.31254 5.55110 -0.1843
C -2.32570 -3.10351 4.18426 -0.2166
C -3.06181 -2.15151 3.45188 -0.0012
C -2.71614 -1.94947 2.11230 -0.0445
C -1.68593 -2.65581 1.54940 -0.2666
S -1.47829 -2.73653 -0.23422 0.7927
O -2.71127 -2.46809 -0.99383 -0.2713
O -0.88452 -4.03575 -0.61615 -0.3033
N -0.25681 -1.59842 -0.61745 -0.0951
C 1.16866 -1.94817 -0.62550 -0.0907
C 1.91135 -1.37080 0.52150 -0.4340
O 2.40007 -2.03571 1.44166 0.0583
N 2.28143 -0.00940 0.30198 0.0818
C 1.76558 0.91737 -0.76384 -0.1245
C 0.27925 0.94806 -0.88878 -0.0907
C -0.25392 2.08348 -1.50144 0.0165
C 0.51596 3.12899 -2.10919 -0.2224
C 0.48067 4.51257 -1.57110 -0.0128
C 1.14453 5.48013 -2.25730 -0.0960
C 1.97490 5.15732 -3.34779 -0.0903
C 1.96023 3.92502 -3.90185 -0.0906
C 1.22703 2.90124 -3.28142 -0.0347
C -0.57255 -0.25374 -0.59520 -0.3552
O -1.73496 0.03476 -0.21029 0.0286
C -0.92064 -3.54157 2.30327 -0.0309
C -1.17342 -3.74526 3.67945 0.0247
H -3.91386 -1.67661 3.99445 0.1392
H -3.35012 -1.30736 1.46100 0.1338
H 1.70048 -1.65527 -1.55132 0.1433
H 1.37506 -3.06595 -0.53457 0.1548
H 2.64579 0.34589 1.13851 0.1085
H 2.15496 0.54481 -1.69446 0.1061
H 2.34026 1.85612 -0.53179 0.1544
H -1.37234 2.14018 -1.44493 0.1461
H -0.12656 4.79701 -0.69811 0.1196
H 1.04656 6.54885 -1.90044 0.1259
H 2.60885 5.79279 -3.96189 0.1087
H 2.49913 3.58807 -4.71776 0.0852
H 1.34798 1.94682 -3.79718 0.1224
H -0.16300 -4.10721 1.76516 0.1161
H -0.49787 -4.37930 4.22866 0.1225
```

--- B ---
ORCA calculation (ωB97M-V/def2-TZVPD) on C19H15N3O4S in the gas phase.

Calculated values
**LUMO energy**: -0.3 eV
**Gap between HOMO and LUMO**: 8.20 eV

```
42
Properties=species:S:1:pos:R:3:lowdin_charge:R:1
C -1.93682 1.11833 -3.98006 -0.0433
O -3.08894 0.77507 -3.22325 -0.0732
C -3.17501 1.51466 -2.10895 -0.3005
C -3.59460 2.79063 -2.27569 -0.0637
C -3.70970 3.67744 -1.29205 -0.0619
C -3.38642 3.27156 0.05882 -0.0503
C -2.95514 1.97057 0.28555 -0.0248
C -2.76974 1.11716 -0.83519 -0.1181
C -2.10402 -0.22071 -0.64568 0.0708
C -1.72501 -0.74597 0.62690 0.0172
C -0.89349 -1.89455 0.82017 -0.4931
O -0.50661 -2.48324 -0.15937 0.1228
O -0.52861 -2.10067 2.11702 0.0663
C 0.61666 -2.76547 2.39795 -0.1501
C 0.44854 -4.12917 2.77070 0.0093
C 1.56297 -4.78555 3.15394 -0.0362
C 2.87982 -4.12398 3.03044 -0.0922
N 3.01108 -2.87968 2.60754 0.0984
C 1.92759 -2.14949 2.29072 -0.1095
C 2.15409 -0.75945 1.88152 -0.3514
O 1.30377 0.08743 2.12760 0.0790
N 3.35061 -0.46517 1.15307 0.1318
C 3.46567 0.60836 0.31041 -0.5980
N 4.59763 0.78991 -0.25774 0.0327
C 4.54754 1.88186 -1.20520 -0.2083
C 3.33048 2.51537 -1.35706 -0.4360
S 2.31686 1.88366 -0.18092 1.0215
H -1.90745 2.17737 -4.22642 0.0976
H -1.91894 0.42378 -4.77800 0.0911
H -1.08972 0.94714 -3.40940 0.0675
H -3.79544 3.15544 -3.25266 0.1217
H -3.91779 4.75960 -1.48778 0.1227
H -3.34706 3.91347 0.93434 0.0994
H -2.65578 1.74525 1.26911 0.0862
H -1.69713 -0.73275 -1.57417 0.1388
H -2.01808 -0.09973 1.52662 0.1258
H -0.51359 -4.71572 2.70580 0.1527
H 1.47718 -5.80085 3.49557 0.0971
H 3.80248 -4.61063 3.35710 0.1048
H 4.01755 -1.18096 0.98831 0.1279
H 5.44093 2.20908 -1.76614 0.1017
H 2.98365 3.31061 -1.89350 0.0261
```

The structure with the greatest stability is B.

--- A ---
ORCA calculation (ωB97M-V/def2-TZVPD) on C5H2O in the gas phase.

Calculated values
**LUMO energy**: -0.7 eV
**Gap between HOMO and LUMO**: 9.67 eV

```
8
Properties=species:S:1:pos:R:3:lowdin_charge:R:1
C -1.34088 2.54311 0.90440 0.1214
C -0.73890 1.55288 0.58103 -0.1095
C -0.22536 0.28290 0.06967 0.0014
C 0.30696 -0.74926 -0.36187 0.0483
C 1.00769 -1.99062 -0.74509 -0.2911
O 2.14699 -2.14356 -1.12421 0.0525
H -1.47577 3.46811 1.38099 0.0296
H 0.31927 -2.96357 -0.70492 0.1472
```

--- B ---
ORCA calculation (ωB97M-V/def2-TZVPD) on a 2-piece molecular cluster, C5H2O overall.

Calculated values
**LUMO energy**: -2.6 eV
**Gap between HOMO and LUMO**: 5.73 eV

```
8
Properties=species:S:1:pos:R:3:lowdin_charge:R:1
C 0.55300 3.18651 -1.58454 0.3582
C 0.17363 0.99104 -0.61913 0.0140
C -0.04047 -1.45940 0.18762 -0.1498
C -0.06054 -0.12028 -0.24626 -0.2925
C -0.89667 -1.87432 1.10395 -0.1829
O -1.70043 -2.28531 1.82604 0.1981
H 0.97578 3.54193 -0.63753 -0.1088
H 0.99571 -1.98016 -0.03015 0.1637
```

The structure with the greatest stability is A.

--- A ---
ORCA calculation (ωB97M-V/def2-TZVPD) on C6H5N3 in the gas phase.

Calculated values
**LUMO energy**: 0.0 eV
**Gap between HOMO and LUMO**: 8.05 eV

```
14
Properties=species:S:1:pos:R:3:lowdin_charge:R:1
C 1.34302 2.06799 0.08722 -0.0261
C -0.30961 -1.35283 -0.12171 -0.0790
C -0.02544 2.17540 -0.23086 0.0662
C 0.64311 0.90713 -0.03937 -0.2058
C 0.75117 -0.50432 -0.00893 -0.3048
C -2.46435 -0.22203 -0.00349 -0.2771
N -1.61266 -1.04271 -0.23610 0.1246
N -3.53944 0.23972 0.28480 0.1785
N 2.03853 -1.01405 0.21680 0.0784
H 2.29095 2.49586 0.30940 0.0852
H -0.12877 -2.42162 -0.14247 0.1185
H -3.91029 1.13645 0.03766 0.0716
H 2.78482 -0.46391 -0.18216 0.0851
H 2.13896 -2.00109 0.02921 0.0846
```

--- B ---
ORCA calculation (ωB97M-V/def2-TZVPD) on C6H5N3 as an isolated structure.

Calculated values
**LUMO energy**: -0.5 eV
**Gap between HOMO and LUMO**: 8.60 eV

```
14
Properties=species:S:1:pos:R:3:lowdin_charge:R:1
C 0.91430 1.48997 -1.88105 -0.1591
C 1.04283 1.92639 -0.61774 -0.0609
C -0.10037 0.04872 -0.66266 -0.1486
C -0.40885 -0.23552 1.83171 -0.1347
C -0.83454 -1.11533 0.76569 -0.0740
C -1.11966 -2.36334 0.42958 0.0495
N 0.27526 0.26131 -1.89864 0.0659
N 0.26355 0.82617 1.50484 0.1179
N 0.31753 1.01456 0.15299 -0.1320
H 1.23776 1.76446 -2.83935 0.0832
H 1.60055 2.84089 -0.24464 0.1324
H -0.55544 -0.62583 2.84106 0.1196
H -1.54712 -3.15710 1.16580 0.1077
H -1.08579 -2.67532 -0.54760 0.0333
```

The structure with the greatest stability is B.